(1)
Formula: C30H44NO9S
Source: OMol25
Level of theory: wB97M-V/def2-TZVPD

Each line ends with the Mulliken spin population.
CARTESIAN COORDINATES (ANGSTROEM)
C 4.42 -2.32 2.01  -0.001
C 3.87 -2.93 0.65  0.002
C 2.30 -2.97 0.61  0.001
C 1.82 -2.44 -0.79  0.008
C 0.44 -1.67 -0.71  -0.009
C 0.64 -0.16 -1.15  0.011
C -0.03 0.88 -0.21  -0.028
C -1.63 0.86 -0.25  0.008
S -2.36 -0.02 -1.68  0.000
C -3.05 -1.64 -1.10  0.000
C -3.91 -1.48 0.23  0.000
C 0.39 0.73 1.30  0.049
C 1.49 1.73 1.80  0.017
C 2.29 0.97 2.94  -0.010
C 0.79 2.93 2.52  0.023
N 2.48 2.12 0.78  0.366
O 3.29 1.14 0.52  0.543
C 1.88 2.72 -0.43  0.006
C 1.93 4.30 -0.23  0.011
C 2.72 2.45 -1.74  0.006
C 0.38 2.33 -0.68  0.027
H 5.36 -2.84 2.33  0.000
H 4.70 -1.26 1.88  0.001
H 3.65 -2.48 2.78  0.000
H 4.31 -3.94 0.57  0.000
H 4.31 -2.31 -0.15  0.001
H 1.84 -2.42 1.46  -0.003
H 2.02 -4.04 0.67  0.000
H 1.65 -3.35 -1.42  0.000
H 2.59 -1.86 -1.33  -0.003
H -0.19 -2.12 -1.51  0.001
H -0.02 -1.75 0.29  0.002
H 1.74 0.02 -1.07  0.005
H 0.40 -0.01 -2.22  0.000
H -2.07 0.43 0.67  -0.002
H -1.99 1.91 -0.32  0.001
H -2.25 -2.36 -0.84  0.000
H -3.72 -2.09 -1.86  0.000
H -3.17 -1.57 1.06  0.000
H -4.31 -0.45 0.26  0.000
H -4.68 -2.26 0.33  0.000
H 0.76 -0.29 1.55  -0.016
H -0.50 0.88 1.96  -0.004
H 1.58 0.85 3.78  0.001
H 2.55 -0.06 2.62  0.010
H 3.23 1.50 3.20  -0.006
H 0.25 3.60 1.82  -0.002
H 0.03 2.56 3.24  0.000
H 1.55 3.50 3.10  -0.005
H 0.96 4.78 -0.44  -0.001
H 2.73 4.77 -0.84  0.000
H 2.18 4.53 0.83  -0.009
H 2.34 1.60 -2.33  0.002
H 2.56 3.36 -2.37  -0.001
H 3.81 2.42 -1.54  0.001
H 0.25 2.35 -1.79  0.004
H -0.29 3.10 -0.27  -0.004
C -2.61 5.02 3.18  0.000
C -3.12 5.16 4.41  0.000
C -4.32 4.37 4.84  0.000
O -4.74 4.52 5.97  0.000
C -4.93 3.46 3.87  0.000
C -4.42 3.33 2.65  0.000
C -3.21 4.09 2.23  0.000
O -2.76 3.92 1.11  0.000
O -4.96 2.50 1.74  0.000
O -2.60 6.00 5.31  0.000
H -1.74 5.58 2.86  0.000
H -5.81 2.92 4.19  0.000
H -4.41 2.59 0.95  0.000
H -3.15 5.91 6.10  0.000
C -1.03 -6.12 -4.40  0.000
C 0.10 -6.51 -4.97  0.000
C 1.11 -5.53 -5.46  0.000
O 2.14 -5.93 -5.96  0.000
C 0.81 -4.10 -5.30  0.000
C -0.33 -3.71 -4.73  0.000
C -1.32 -4.70 -4.22  0.000
O -2.34 -4.30 -3.69  0.000
O -0.63 -2.41 -4.58  0.000
O 0.40 -7.81 -5.15  0.000
H -1.77 -6.83 -4.04  0.000
H 1.55 -3.40 -5.67  0.000
H -1.50 -2.40 -4.13  0.000
H 1.27 -7.83 -5.58  0.000

Summary:
Net charge: 0
E_HOMO (spin up / spin down): -8.4226 / -8.5322 eV
Multiplicity: 2

(2)
Formula: C30H45BBaF4N3O12
Source: OMol25
Level of theory: wB97M-V/def2-TZVPD

Each line ends with the Löwdin charge.
CARTESIAN COORDINATES (ANGSTROEM)
Ba -22.62 -0.85 -17.44  2.155
B -20.70 -3.76 -16.89  -1.326
F -21.30 -3.25 -18.04  0.034
F -20.64 -2.64 -16.01  0.043
F -21.54 -4.72 -16.33  0.138
F -19.42 -4.25 -17.15  0.148
C -18.88 -5.51 -12.67  -0.050
C -18.64 -4.72 -11.54  -0.057
C -18.30 -3.40 -11.73  -0.008
C -18.30 -2.84 -13.00  -0.160
C -18.45 -3.63 -14.12  -0.013
C -18.74 -4.97 -13.97  -0.040
N -17.90 -1.43 -13.11  -0.360
O -17.27 -1.10 -14.10  0.081
O -18.25 -0.68 -12.23  0.077
H -19.20 -6.54 -12.64  0.096
H -18.68 -5.18 -10.57  0.111
H -18.11 -2.72 -10.91  0.122
H -18.37 -3.18 -15.10  0.112
H -18.92 -5.60 -14.83  0.098
C -24.32 -6.28 -15.15  -0.065
C -24.26 -5.47 -14.03  -0.054
C -25.40 -4.81 -13.61  -0.011
C -26.59 -5.02 -14.30  -0.150
C -26.64 -5.88 -15.39  0.010
C -25.48 -6.48 -15.87  -0.052
N -27.79 -4.33 -13.84  -0.365
O -28.77 -4.41 -14.55  0.081
O -27.73 -3.69 -12.81  0.081
H -23.40 -6.72 -15.52  0.086
H -23.32 -5.32 -13.51  0.115
H -25.33 -4.13 -12.77  0.118
H -27.62 -6.14 -15.79  0.125
H -25.47 -7.08 -16.77  0.110
C -20.93 -8.30 -15.21  -0.058
C -20.96 -7.73 -16.48  -0.071
C -21.99 -8.03 -17.35  -0.015
C -22.90 -9.02 -17.02  -0.164
C -22.80 -9.70 -15.81  0.002
C -21.79 -9.36 -14.92  -0.054
N -23.96 -9.40 -17.96  -0.364
O -24.90 -10.02 -17.52  0.085
O -23.84 -9.02 -19.10  0.080
H -20.12 -7.97 -14.57  0.094
H -20.21 -7.01 -16.75  0.104
H -22.02 -7.53 -18.31  0.123
H -23.49 -10.49 -15.55  0.122
H -21.71 -9.90 -13.99  0.110
C -22.05 2.13 -15.38  -0.082
O -21.31 1.16 -16.12  -0.371
C -20.13 1.72 -16.67  -0.166
C -19.44 0.72 -17.63  -0.170
O -20.31 -0.14 -18.35  -0.391
C -19.55 -1.14 -19.02  -0.086
H -21.44 2.73 -14.70  0.109
H -22.86 1.66 -14.84  0.085
H -22.46 2.88 -16.08  0.100
H -19.43 2.02 -15.89  0.145
H -20.43 2.59 -17.27  0.131
H -18.73 0.19 -16.99  0.139
H -18.90 1.42 -18.27  0.140
H -18.77 -0.75 -19.68  0.112
H -20.23 -1.72 -19.64  0.092
H -19.09 -1.85 -18.33  0.099
C -26.29 -1.56 -16.42  -0.071
O -25.02 -1.76 -15.81  -0.279
C -25.03 -1.25 -14.49  -0.188
C -23.68 -1.56 -13.87  -0.187
O -22.64 -0.93 -14.60  -0.325
C -21.41 -1.09 -13.90  -0.099
H -27.02 -2.24 -15.98  0.097
H -26.28 -1.83 -17.48  0.082
H -26.63 -0.53 -16.31  0.101
H -25.85 -1.63 -13.89  0.135
H -25.06 -0.15 -14.53  0.135
H -23.46 -2.63 -13.83  0.123
H -23.71 -1.24 -12.83  0.145
H -20.61 -0.56 -14.43  0.083
H -21.18 -2.14 -13.72  0.095
H -21.42 -0.53 -12.96  0.110
C -22.62 0.13 -21.11  -0.065
O -23.05 -0.92 -20.24  -0.334
C -24.28 -1.51 -20.66  -0.190
C -24.43 -2.86 -20.01  -0.202
O -24.31 -2.79 -18.60  -0.351
C -24.36 -4.08 -17.98  -0.065
H -21.68 0.50 -20.70  0.084
H -23.32 0.96 -21.14  0.102
H -22.45 -0.29 -22.10  0.105
H -24.32 -1.68 -21.74  0.140
H -25.14 -0.86 -20.46  0.138
H -23.71 -3.61 -20.38  0.141
H -25.37 -3.33 -20.34  0.146
H -25.39 -4.42 -17.91  0.100
H -24.05 -3.96 -16.95  0.079
H -23.67 -4.75 -18.50  0.106

Summary:
Net charge: +1
E_HOMO: -11.7318 eV
ΔE to the lowest compared entry with this formula, charge and spin: 0.0 kcal per mole

(3)
Formula: C30H45BN7O2S2Sm
Source: OMol25
Level of theory: wB97M-V/def2-TZVPD

Each line ends with the Mulliken spin population.
CARTESIAN COORDINATES (ANGSTROEM)
Sm 0.02 0.71 -0.19  5.071
C -2.35 0.41 3.89  0.000
C -1.28 0.55 2.86  -0.005
N -1.45 1.13 1.72  -0.012
N -2.69 1.66 1.47  -0.002
C -2.73 2.52 0.49  0.003
N -3.95 3.04 0.19  -0.001
S -1.38 3.17 -0.43  -0.023
C 0.06 0.01 3.10  0.006
C 0.52 -0.29 4.32  0.000
C 1.93 -0.62 4.52  0.000
C 2.79 -0.59 3.50  0.000
C 2.37 -0.37 2.11  0.002
N 0.87 -0.10 1.94  -0.027
H -3.32 0.63 3.44  0.000
H -2.19 1.11 4.71  0.000
H -2.34 -0.60 4.30  0.000
H -4.75 2.53 0.52  0.000
H -4.03 3.51 -0.70  0.000
H -0.13 -0.18 5.18  0.000
H 2.27 -0.83 5.53  0.000
H 3.85 -0.75 3.67  0.000
H 2.99 0.32 1.54  0.000
N 1.94 0.30 -2.14  -0.005
C 3.14 1.14 -2.09  -0.001
C 2.71 2.58 -1.86  0.002
N 1.89 2.65 -0.64  -0.004
H 2.19 -0.68 -2.06  0.001
H 1.46 0.42 -3.03  0.000
H 3.75 1.08 -2.99  0.000
H 3.75 0.81 -1.25  0.000
H 2.10 2.90 -2.71  0.000
H 3.58 3.23 -1.82  0.000
H 1.34 3.50 -0.62  0.000
H 2.47 2.67 0.19  0.000
C -5.27 -0.97 -0.38  -0.003
C -4.11 -1.26 0.31  0.005
C -2.87 -0.96 -0.23  0.012
C -2.74 -0.32 -1.47  -0.012
C -3.93 -0.02 -2.16  -0.004
C -5.16 -0.35 -1.62  0.002
N -1.47 0.06 -1.91  -0.026
C -1.27 0.33 -3.26  -0.004
C -1.71 -0.54 -4.28  -0.004
C -1.42 -0.28 -5.61  0.001
C -0.68 0.84 -5.98  -0.001
C -0.26 1.72 -4.99  0.002
C -0.56 1.47 -3.66  0.004
H -6.24 -1.23 0.03  0.000
H -4.16 -1.75 1.28  0.000
H -1.98 -1.20 0.34  -0.001
H -3.87 0.49 -3.11  0.000
H -6.06 -0.10 -2.18  0.000
H -2.27 -1.42 -4.00  0.000
H -1.76 -0.98 -6.37  0.000
H -0.46 1.03 -7.02  0.000
H 0.28 2.61 -5.26  0.000
H -0.30 2.20 -2.90  -0.002
C 0.49 4.78 2.44  0.000
S 1.25 3.16 2.63  0.002
C 2.90 3.69 3.14  0.000
H 0.41 5.28 3.40  0.000
H -0.50 4.62 2.01  0.000
H 1.07 5.40 1.75  0.000
H 3.38 4.28 2.36  0.000
H 3.48 2.79 3.35  0.000
H 2.84 4.29 4.06  0.000
C 2.77 -4.14 1.24  0.000
C 1.34 -3.67 0.97  0.000
C 0.39 -4.84 1.15  0.000
O 1.03 -2.68 1.94  0.000
B 1.40 -1.43 1.42  0.005
O 1.30 -1.52 -0.05  0.019
C 1.19 -2.92 -0.41  0.004
C 2.29 -3.24 -1.41  -0.001
C -0.16 -3.13 -1.09  0.004
H 2.81 -4.52 2.26  0.000
H 3.48 -3.31 1.17  0.000
H 3.08 -4.93 0.56  0.000
H 0.55 -5.26 2.15  0.000
H 0.57 -5.62 0.41  0.000
H -0.65 -4.52 1.08  0.000
H 3.26 -2.90 -1.05  0.000
H 2.07 -2.76 -2.37  0.000
H 2.34 -4.31 -1.60  0.000
H -0.99 -2.94 -0.41  -0.001
H -0.25 -4.15 -1.47  0.000
H -0.26 -2.43 -1.92  -0.002

Summary:
Net charge: 0
E_HOMO (spin up / spin down): -6.7416 / -6.7615 eV
ΔE to the lowest compared entry with this formula, charge and spin: 0.0 kcal per mole
Multiplicity: 6

(4)
Formula: C30H45BN9O2Pt
Source: OMol25
Level of theory: wB97M-V/def2-TZVPD

Each line ends with the Löwdin charge.
CARTESIAN COORDINATES (ANGSTROEM)
Pt 0.58 -0.32 -0.57  1.124
C -4.79 -0.13 -1.07  -0.028
C -3.40 0.28 -1.43  -0.270
C -2.98 1.16 -2.41  0.015
C -1.58 1.19 -2.32  -0.223
N -1.19 0.40 -1.32  -0.032
N -2.31 -0.19 -0.81  0.030
B -2.28 -1.20 0.39  -0.479
N -2.00 -0.37 1.67  0.026
N -1.60 0.91 1.52  0.137
C -1.69 1.49 2.70  -0.261
C -2.20 0.57 3.65  0.011
C -2.40 -0.59 2.94  -0.286
C -2.91 -1.89 3.47  -0.029
C -1.31 2.94 2.92  -0.553
C 0.08 3.01 3.56  -0.046
C -2.34 3.60 3.85  -0.067
C -1.29 3.69 1.59  -0.064
N -1.31 -2.38 -0.01  0.047
N -0.30 -2.19 -0.91  -0.031
C 0.21 -3.37 -1.23  -0.242
C -0.51 -4.36 -0.57  0.023
C -1.46 -3.70 0.19  -0.268
C -2.48 -4.32 1.08  -0.021
C 1.29 -3.56 -2.27  -0.531
C 1.64 -2.27 -3.01  -0.063
C 0.76 -4.57 -3.31  -0.056
C 2.54 -4.15 -1.61  -0.028
C -0.71 1.99 -3.28  -0.534
C 0.79 1.90 -3.02  -0.072
C -1.13 3.46 -3.19  -0.044
C -0.99 1.46 -4.69  -0.049
H -5.49 0.39 -1.72  0.075
H -5.01 0.12 -0.04  0.085
H -4.93 -1.20 -1.19  0.077
H -3.61 1.69 -3.10  0.106
H -3.37 -1.71 0.51  0.108
H -2.39 0.72 4.70  0.097
H -3.34 -1.73 4.45  0.075
H -2.10 -2.62 3.57  0.074
H -3.67 -2.32 2.82  0.064
H 0.10 2.44 4.49  0.079
H 0.34 4.05 3.78  0.077
H 0.82 2.60 2.88  0.066
H -2.37 3.11 4.82  0.069
H -3.34 3.55 3.41  0.083
H -2.09 4.65 4.00  0.075
H -0.54 3.28 0.92  0.049
H -1.07 4.74 1.76  0.079
H -2.27 3.62 1.09  0.081
H -0.37 -5.43 -0.63  0.107
H -2.53 -5.39 0.88  0.078
H -3.47 -3.88 0.93  0.069
H -2.21 -4.18 2.12  0.066
H 0.76 -1.85 -3.49  0.080
H 2.39 -2.49 -3.77  0.090
H 2.06 -1.51 -2.34  0.021
H -0.15 -4.19 -3.79  0.089
H 0.52 -5.53 -2.85  0.071
H 1.51 -4.74 -4.08  0.080
H 2.94 -3.46 -0.86  0.069
H 3.31 -4.32 -2.36  0.085
H 2.32 -5.09 -1.12  0.083
H 1.07 2.35 -2.07  0.038
H 1.31 2.45 -3.82  0.087
H 1.16 0.88 -3.02  0.061
H -0.95 3.85 -2.18  0.089
H -2.19 3.59 -3.41  0.073
H -0.55 4.05 -3.90  0.082
H -0.66 0.42 -4.79  0.084
H -0.43 2.06 -5.42  0.080
H -2.05 1.51 -4.94  0.073
C 5.85 -1.14 -0.22  -0.032
N 4.56 -1.41 0.39  -0.061
C 4.45 -2.02 1.60  -0.081
C 3.27 -2.24 2.18  0.000
C 2.05 -1.78 1.53  -0.506
O 0.94 -1.93 2.03  0.022
N 2.21 -1.16 0.29  -0.024
C 3.43 -0.96 -0.30  -0.555
O 3.58 -0.44 -1.40  0.009
H 6.62 -1.66 0.35  0.080
H 6.06 -0.07 -0.22  0.096
H 5.85 -1.48 -1.25  0.087
H 5.39 -2.32 2.06  0.117
H 3.18 -2.73 3.14  0.102
N 1.97 2.32 0.32  0.003
C 1.42 1.37 -0.03  -0.465

Summary:
Net charge: -1
E_HOMO: -5.2679 eV

(5)
Formula: C30H45BrN2P2Ru
Source: OMol25
Level of theory: wB97M-V/def2-TZVPD

Each line ends with the Mulliken spin population.
CARTESIAN COORDINATES (ANGSTROEM)
N -6.72 5.16 -5.14  0.160
C -6.50 5.73 -3.95  0.208
C -5.68 5.17 -2.97  0.250
C -5.07 3.92 -3.23  -0.088
C -5.28 3.34 -4.51  0.244
C -6.12 4.00 -5.41  0.209
C -4.22 3.26 -2.26  0.102
Ru -0.19 -0.15 1.19  1.663
P 5.27 -0.92 0.43  0.688
C -3.42 2.22 -2.63  -0.048
C -2.41 1.72 -1.76  0.057
C -1.24 1.20 -2.37  -0.006
C -0.08 1.11 -1.59  -0.009
C -0.30 1.23 -0.22  0.069
C -1.39 1.88 0.42  0.105
C -2.55 1.96 -0.38  0.002
Br 2.06 1.10 0.52  -0.019
H -4.17 3.68 -1.25  0.003
H -3.40 1.82 -3.65  -0.007
H -5.50 5.68 -2.02  0.004
H -4.84 2.39 -4.83  0.014
H -6.99 6.67 -3.75  0.007
H -6.30 3.57 -6.40  0.008
H -1.23 1.06 -3.45  -0.001
H -3.51 2.31 0.01  -0.003
H 0.97 1.00 -1.93  0.000
H -1.33 2.41 1.39  0.000
P -0.35 -2.10 0.31  -0.085
C 5.20 0.87 0.64  0.046
C 6.47 1.61 0.16  0.020
H 5.01 1.09 1.69  -0.012
H 4.32 1.21 0.07  0.040
H 6.45 2.66 0.47  0.001
H 7.38 1.16 0.58  -0.003
H 6.57 1.60 -0.93  0.001
C 4.88 -1.40 -1.26  0.038
C 5.84 -2.48 -1.82  0.017
H 4.99 -0.49 -1.88  -0.011
H 3.83 -1.72 -1.28  0.048
H 5.67 -2.63 -2.90  0.000
H 6.89 -2.20 -1.71  -0.002
H 5.70 -3.46 -1.34  0.002
C 4.46 -1.86 1.72  0.055
C 5.46 -2.12 2.88  0.029
H 4.16 -2.82 1.29  -0.006
H 3.59 -1.28 2.04  0.039
H 5.08 -2.86 3.60  0.003
H 6.43 -2.49 2.53  -0.007
H 5.68 -1.20 3.45  0.000
C -0.14 -3.52 1.47  0.002
C -1.26 -4.56 1.57  0.002
H 0.03 -3.06 2.46  -0.008
H 0.81 -4.00 1.17  0.005
H -2.17 -4.16 2.03  0.000
H -1.52 -4.99 0.59  0.000
H -0.90 -5.38 2.20  0.000
C 0.81 -2.48 -1.05  -0.008
C 0.22 -2.50 -2.45  -0.002
H 1.25 -3.45 -0.79  0.002
H 1.61 -1.72 -0.96  0.014
H -0.49 -3.32 -2.58  0.000
H -0.28 -1.56 -2.71  0.000
H 1.04 -2.64 -3.17  0.000
C -2.08 -2.16 -0.30  -0.020
C -2.94 -1.48 0.75  0.042
H -2.35 -3.21 -0.48  -0.001
H -2.10 -1.61 -1.25  0.002
H -3.73 -0.90 0.25  0.002
H -3.42 -2.20 1.42  0.001
H -2.33 -0.76 1.36  -0.012
C -1.63 1.07 5.82  0.006
C -1.22 2.01 4.87  0.000
C -0.71 1.58 3.64  0.021
N -0.76 0.28 3.25  0.091
C -1.20 -0.65 4.14  0.031
C -1.59 -0.27 5.44  0.007
H -1.95 1.39 6.81  0.000
H -1.25 3.09 5.05  0.000
H -0.27 2.29 2.92  0.002
H -1.21 -1.69 3.79  -0.007
H -1.86 -1.06 6.16  0.000

Summary:
Net charge: +4
E_HOMO (spin up / spin down): -18.6888 / -18.8850 eV
ΔE to the lowest compared entry with this formula, charge and spin: 28.5 kcal per mole
Multiplicity: 5

| no. | calculated total energy (Eh) |
| --- | --- |
| 1 | -2299.486796 |
| 2 | -2686.883337 |
| 3 | -3183.297429 |
| 4 | -1957.897190 |
| 5 | -4629.596740 |